# 1
Here is a 12-piece molecular cluster, H24O12 overall at a distorted geometry from the OMol25 dataset. Energies are from wB97M-V/def2-TZVPD.

Cartesian coordinates (Å):
O (-1.54, -0.36, 1.95)
H (-1.28, 0.40, 1.49)
H (-1.79, -1.13, 1.41)
O (-1.36, -2.58, 0.37)
H (-2.31, -2.53, 0.14)
H (-1.38, -2.94, 1.29)
O (2.34, -1.81, 0.38)
H (2.70, -1.85, 1.24)
H (2.75, -1.06, -0.08)
O (-0.44, 2.08, -3.13)
H (-0.24, 2.78, -2.53)
H (-0.03, 2.45, -3.93)
O (1.52, 0.56, 2.20)
H (2.21, 1.04, 1.73)
H (1.10, 0.28, 1.43)
O (1.73, 0.61, -2.77)
H (1.45, 0.11, -1.98)
H (0.96, 1.22, -2.84)
O (-2.13, 0.57, -1.72)
H (-1.75, 1.21, -2.35)
H (-2.69, 1.10, -1.11)
O (-1.42, 2.55, 1.12)
H (-2.23, 2.65, 1.60)
H (-1.37, 3.21, 0.40)
O (1.29, 3.32, 0.80)
H (2.19, 2.92, 0.95)
H (0.62, 2.70, 1.18)
O (0.40, 0.13, -0.41)
H (-0.37, 0.69, -0.64)
H (0.25, -0.74, -0.04)
O (-0.23, -3.09, -2.04)
H (-0.48, -2.89, -1.16)
H (-0.52, -4.03, -2.04)
O (0.62, -2.81, 2.79)
H (0.67, -2.83, 3.77)
H (0.77, -1.92, 2.52)

# 2
Here is a 2-piece molecular cluster, C2S3 overall at a distorted geometry from the OMol25 dataset. Energies are from wB97M-V/def2-TZVPD.

Cartesian coordinates (Å):
C (3.37, 1.08, -0.27)
C (-2.41, -0.26, 0.01)
S (-1.15, -1.15, -0.14)
S (-3.69, 0.60, 0.16)
S (3.89, -0.26, 0.23)

## Properties
Spin multiplicity ... 3

# 3
Here is a 2-piece molecular cluster, C3H5NO2S overall at a distorted geometry from the OMol25 dataset. Energies are from wB97M-V/def2-TZVPD.

Cartesian coordinates (Å):
C (-1.51, 0.87, 0.29)
C (-1.00, -0.30, 0.62)
C (0.48, -0.68, 0.35)
O (1.37, 0.12, 0.23)
H (-2.57, 1.16, 0.45)
H (-0.91, 1.72, -0.23)
H (-1.62, -0.97, 1.15)
H (0.54, -1.77, 0.17)
O (3.68, -2.14, -2.84)
N (3.43, -1.38, -1.95)
S (4.46, 0.04, -1.95)
H (4.10, 0.36, -0.62)

# 4
Here is one molecule with the formula C5H8N2 from the OMol25 dataset. Energies are from wB97M-V/def2-TZVPD.

Cartesian coordinates (Å):
C (2.86, 0.30, -0.82)
C (1.49, 0.82, -0.47)
C (0.93, 0.27, 0.56)
N (0.38, -0.29, 1.52)
C (-0.93, -0.69, 1.19)
N (-1.49, -0.10, 0.22)
C (-2.87, -0.29, -0.08)
H (3.52, 0.46, 0.04)
H (2.86, -0.77, -1.05)
H (3.24, 0.86, -1.66)
H (1.07, 1.73, -0.87)
H (-1.39, -1.37, 1.90)
H (-2.96, -0.83, -1.03)
H (-3.43, -0.81, 0.71)
H (-3.31, 0.71, -0.23)

# 5
Here is a 2-piece molecular cluster, CH3O5P overall at a distorted geometry from the OMol25 dataset. Energies are from wB97M-V/def2-TZVPD.

Cartesian coordinates (Å):
C (-1.07, -0.21, -0.06)
O (1.18, -0.85, 1.42)
O (1.20, -1.66, -1.10)
O (1.54, 0.89, -0.42)
O (-2.04, -0.75, -0.60)
O (-1.29, 0.26, 1.19)
P (0.86, -0.60, -0.06)
H (-0.88, 1.28, -1.01)
H (0.82, 1.34, -0.89)
H (-0.32, 0.31, 1.52)

## Properties
Net charge ... -2

# 6
Here is C3H5N3 as an isolated structure at a distorted geometry from the OMol25 dataset. Energies are from wB97M-V/def2-TZVPD.

Cartesian coordinates (Å):
N (1.52, 1.01, 0.32)
C (0.65, 0.01, 0.10)
N (0.71, -1.27, 0.16)
H (1.14, 1.89, 0.66)
H (2.36, 0.72, 0.81)
C (-0.72, -1.44, -0.22)
N (-1.59, 0.99, -0.50)
C (-0.76, 0.04, -0.27)
H (-1.11, 1.89, -0.42)
H (-1.33, -1.90, 0.56)
H (-0.86, -1.94, -1.19)

Energy above the lowest of the compared OMol25 structures with the same formula, charge and spin for every record listed, in sequence, given in kcal per mole: 58.9, 0.0, 98.6, 61.4, 32.4, 38.8.